# C40H34FNO9P2S

A 3-piece molecular cluster, C40H34FNO9P2S overall (the ωB97M-V functional and the def2-TZVPD basis, the OMol25 dataset).

Each line ends with the Löwdin charge.
Geometry (Å):
C  -3.88  1.27  -3.81  -0.1603
C  -2.86  2.44  -3.67  -0.4085
P  -1.07  1.93  -3.84  1.0271
C  -0.90  0.08  -3.98  -0.4136
C  0.57  -0.37  -4.11  -0.1464
C  -0.28  2.60  -5.37  -0.2373
C  -0.81  2.62  -6.60  -0.1066
C  -2.22  2.09  -6.87  -0.1085
C  -2.61  2.07  -8.36  -0.2258
O  -3.05  3.40  -8.69  -0.0728
C  0.08  3.19  -7.69  -0.3313
O  -0.26  3.87  -8.60  0.1326
C  1.59  2.85  -7.56  -0.2010
P  2.46  2.47  -9.15  0.7660
N  2.80  0.93  -9.21  -0.2881
C  2.09  2.84  -6.34  -0.1623
S  3.82  2.50  -6.02  0.6360
O  4.21  2.99  -4.75  -0.2368
O  4.16  1.15  -6.25  -0.2253
F  4.61  3.39  -7.10  -0.1803
C  1.12  3.17  -5.18  -0.3891
O  1.45  3.84  -4.27  0.1489
H  -3.92  0.83  -4.81  0.0545
H  -3.75  0.50  -3.04  0.0666
H  -4.88  1.72  -3.65  0.0726
H  -3.10  3.28  -4.33  0.0693
H  -2.96  2.80  -2.64  0.0630
H  -1.46  -0.25  -4.87  0.0617
H  -1.38  -0.41  -3.12  0.0761
H  0.91  -0.42  -5.15  0.0742
H  1.23  0.29  -3.51  0.0518
H  0.70  -1.39  -3.70  0.0742
H  -2.33  1.13  -6.36  0.0974
H  -2.91  2.79  -6.38  0.1166
H  -3.48  1.42  -8.47  0.1195
H  -1.77  1.79  -9.01  0.1193
H  -2.58  3.66  -9.50  0.0802
H  3.60  3.29  -9.27  0.0094
H  1.57  2.78  -10.20  0.0210
H  2.31  0.51  -10.01  -0.0378
C  3.07  1.63  -1.35  -0.0536
C  4.20  0.90  -1.70  -0.0455
C  4.63  -0.14  -0.89  0.0035
C  3.93  -0.45  0.27  -0.0846
C  2.80  0.29  0.63  -0.0850
C  2.37  1.33  -0.19  0.0019
C  2.07  0.01  1.89  -0.2790
O  1.09  0.65  2.20  0.0978
C  2.57  -1.08  2.77  -0.0831
C  1.94  -1.33  3.98  -0.0042
C  2.38  -2.35  4.81  -0.0522
C  3.47  -3.13  4.42  -0.0533
C  4.11  -2.89  3.22  -0.0010
C  3.67  -1.86  2.40  -0.0833
C  4.39  -1.58  1.12  -0.2788
O  5.34  -2.27  0.79  0.1044
H  2.73  2.43  -1.99  0.1017
H  4.75  1.14  -2.60  0.1033
H  5.51  -0.71  -1.16  0.1213
H  1.49  1.90  0.07  0.1206
H  1.09  -0.72  4.29  0.1120
H  1.89  -2.53  5.76  0.1010
H  3.81  -3.93  5.06  0.1083
H  4.95  -3.50  2.92  0.1205
C  -2.94  -3.78  12.17  -0.0566
C  -1.69  -4.25  11.78  -0.0568
C  -1.18  -3.94  10.53  -0.0016
C  -1.93  -3.15  9.66  -0.0830
C  -3.19  -2.70  10.04  -0.0822
C  -3.69  -3.00  11.30  -0.0011
C  -4.02  -1.90  9.10  -0.2773
O  -5.12  -1.50  9.43  0.1066
C  -3.49  -1.61  7.74  -0.0827
C  -4.27  -0.91  6.83  -0.0001
C  -3.78  -0.63  5.57  -0.0534
C  -2.49  -1.03  5.22  -0.0500
C  -1.71  -1.72  6.12  0.0006
C  -2.20  -2.03  7.38  -0.0818
C  -1.36  -2.81  8.33  -0.2753
O  -0.24  -3.16  8.02  0.0982
H  -3.33  -4.02  13.15  0.1076
H  -1.11  -4.87  12.46  0.1075
H  -0.21  -4.30  10.23  0.1204
H  -4.66  -2.64  11.60  0.1209
H  -5.27  -0.60  7.10  0.1208
H  -4.39  -0.09  4.86  0.1079
H  -2.10  -0.79  4.23  0.1091
H  -0.71  -2.04  5.84  0.1038

For the LUMO energy, the calculation gives -0.0700 hartree. For the max |F|, the calculation gives 0.0484 hartree/bohr.